Here is CHHgO4 as an isolated structure at a distorted geometry from the OMol25 dataset. Energies are from ωB97M-V/def2-TZVPD.

multiplicity = 2
DFT total energy = -13411.160 eV
LUMO level (alpha / beta) = 0.024 / -3.682 eV
F_max = 2.17 eV/Å

XYZ file:
```
7
CHHgO4 ωB97M-V/def2-TZVPD
O -0.158 -1.279 0.133
H -0.947 -1.829 0.123
O 0.123 0.475 -1.087
O -0.220 1.035 1.043
O -1.490 0.317 0.888
C -0.417 0.093 -0.023
Hg 2.019 -0.838 0.317
```